# 1
13
Properties=species:S:1:pos:R:3:forces:R:3 method="wB97M-V/def2-TZVPD" homo_ev=-8.3993 orbital_gap_ev=9.30 relative_energy_kj_mol=109.96 multiplicity=1
O 2.27327 -0.90947 2.61589 0.6 -1.0 -0.1
H 2.26894 -1.55306 1.87156 0.0 0.6 0.8
H 2.90301 -1.29005 3.26921 -0.7 0.4 -0.7
C -1.03666 -0.65183 -0.22662 2.1 -1.1 2.2
C 0.19936 0.07950 -0.18047 0.8 -0.6 1.0
C -1.82676 0.02214 -1.04071 -2.4 1.2 -1.9
C 0.08911 1.16852 -0.97227 0.5 0.3 0.1
N -1.15950 1.12105 -1.50838 -0.5 1.2 -1.2
H -1.22588 -1.49317 0.44005 -0.3 0.2 -0.6
H 1.07649 -0.12246 0.43432 -0.4 0.0 -0.1
H -2.86437 -0.08164 -1.35805 0.4 -0.3 0.2
H 0.79278 1.99498 -1.07185 -0.4 -0.3 -0.3
H -1.48976 1.71546 -2.27267 0.2 -0.4 0.8

# 2
13
Properties=species:S:1:pos:R:3:forces:R:3 method="wB97M-V/def2-TZVPD" homo_ev=-9.7161 orbital_gap_ev=10.72 relative_energy_kj_mol=81.01 multiplicity=1
C -0.46107 1.40117 0.68954 -0.1 0.0 0.0
C -0.01085 0.43903 -0.40756 0.0 0.1 0.0
C 1.12403 -0.56497 -0.06297 0.2 0.1 0.1
N 0.15128 -1.63569 -0.25250 -0.1 -0.2 -0.1
C -0.88994 -0.81476 -0.59351 -0.3 0.0 0.0
O -2.04082 -1.02261 -0.88738 0.4 0.0 0.1
H -1.01523 2.24572 0.27360 0.0 -0.1 0.0
H -1.11608 0.90057 1.41100 0.2 0.1 -0.1
H 0.39973 1.80644 1.22758 -0.1 0.0 -0.1
H 0.16022 0.95870 -1.35561 0.0 -0.1 0.1
H 1.51488 -0.48392 0.95826 -0.1 0.0 -0.2
H 1.95572 -0.58730 -0.77644 -0.1 0.0 0.1
H 0.22814 -2.64238 -0.22403 0.0 0.1 0.0

# 3
13
Properties=species:S:1:pos:R:3:forces:R:3 method="wB97M-V/def2-TZVPD" homo_ev=-7.5820 orbital_gap_ev=8.58 relative_energy_kj_mol=328.63 multiplicity=1
C 2.19916 0.15911 0.09878 0.1 0.0 0.0
N 0.96271 -0.53250 -0.20315 -0.2 -0.1 -0.1
C -0.29478 -0.19186 0.14246 -0.1 -0.2 -0.4
C -1.43205 -0.78378 -0.28068 -0.4 0.0 0.6
C -2.08124 0.50111 0.11951 -0.6 0.2 0.2
O -0.75966 0.98033 0.64789 0.2 0.1 -0.3
H 1.99303 1.08350 0.65016 -0.1 -0.2 -0.1
H 2.74384 0.42737 -0.81158 -0.2 0.0 0.1
H 2.86083 -0.45800 0.71727 -0.1 0.1 -0.1
H -1.74010 -1.81183 -0.19725 -0.1 0.1 -0.5
H 0.73057 -1.03453 -1.05809 1.7 0.0 0.2
H -2.31226 1.20320 -0.69097 -0.2 -0.2 0.2
H -2.87005 0.45788 0.86565 0.0 0.3 0.2

# 4
13
Properties=species:S:1:pos:R:3:forces:R:3 method="wB97M-V/def2-TZVPD" homo_ev=-9.4019 orbital_gap_ev=10.51 relative_energy_kj_mol=301.82 multiplicity=1
O -1.85364 0.08406 -1.86513 -0.1 0.1 -0.2
N -1.76132 0.39581 -0.50251 0.5 -0.2 0.6
C -0.62021 0.07691 -0.05028 -0.7 -0.3 0.3
C 0.67153 -0.36919 -0.66781 -0.2 0.7 -0.9
C 1.36580 -0.14859 0.70818 0.1 0.1 0.0
C -0.01664 0.20872 1.32663 -0.2 0.1 0.3
H -2.73866 0.39659 -2.09668 0.2 -0.1 0.1
H 0.73832 -1.37438 -1.10999 -0.1 0.5 0.0
H 0.78337 0.46032 -1.41824 0.9 -1.1 0.2
H 1.85497 -1.02255 1.15546 -0.2 0.2 -0.3
H 2.07954 0.67860 0.71172 -0.1 -0.1 0.0
H -0.40657 -0.56668 1.99137 0.1 0.1 0.1
H -0.09650 1.18039 1.81728 -0.1 -0.1 -0.1

# 5
13
Properties=species:S:1:pos:R:3:forces:R:3 method="wB97M-V/def2-TZVPD" homo_ev=-9.3740 orbital_gap_ev=10.25 relative_energy_kj_mol=90.82 multiplicity=1
C -1.79266 0.39677 -0.08920 -0.1 0.0 0.0
N -0.37941 0.14434 -0.04341 0.0 0.2 0.0
C 0.40987 -1.08080 -0.00759 0.0 -0.2 0.0
C 1.67029 -0.18728 0.09553 0.2 0.0 0.0
C 0.68661 0.99458 0.05410 0.0 0.2 0.0
O 0.75593 2.20013 0.09195 0.0 -0.4 0.0
H -2.27697 0.19677 0.87495 0.1 0.0 -0.1
H -1.93385 1.45131 -0.33974 0.0 -0.1 0.0
H -2.27055 -0.21885 -0.85894 0.1 0.1 0.1
H 0.33312 -1.68047 -0.92238 0.0 0.1 0.1
H 0.21279 -1.71499 0.86468 0.0 0.1 -0.1
H 2.22714 -0.26746 1.03193 -0.1 0.0 -0.1
H 2.35769 -0.23405 -0.75187 -0.1 0.0 0.1

# 6
13
Properties=species:S:1:pos:R:3:forces:R:3 method="wB97M-V/def2-TZVPD" homo_ev="-8.7054 / -8.7101" orbital_gap_ev="7.61 / 7.62" relative_energy_kj_mol=431.39 multiplicity=1
C -1.65741 -0.07521 -0.45553 0.0 0.0 -0.1
C -0.49734 -0.39115 0.45991 -0.2 -0.2 0.0
N 0.42435 -1.31841 0.11111 -0.1 0.1 0.2
C 1.74543 0.45829 -0.51020 -0.1 0.1 -0.1
C 0.80870 0.80297 0.46555 0.3 0.3 0.3
O 0.81675 1.52295 1.42926 0.1 -0.4 -0.3
H -2.40518 -0.87447 -0.39229 0.1 0.1 0.0
H -1.35220 0.03472 -1.49869 0.0 -0.1 0.1
H -2.13094 0.85322 -0.12014 0.1 -0.1 -0.1
H -0.76348 -0.31967 1.51792 0.1 0.0 -0.1
H 0.90339 -1.67959 0.93765 0.0 0.1 0.0
H 1.44572 -0.06437 -1.40390 -0.1 0.1 0.1
H 2.66223 1.05073 -0.54065 -0.2 0.0 -0.1

# 7
13
Properties=species:S:1:pos:R:3:forces:R:3 method="wB97M-V/def2-TZVPD" homo_ev=-8.5675 orbital_gap_ev=9.61 relative_energy_kj_mol=366.07 multiplicity=1
O 2.34226 -1.05307 -0.35403 0.3 -0.2 0.0
N 1.72189 0.04219 0.30228 -0.3 0.1 0.2
C 0.34805 0.03477 -0.00241 -0.1 -0.1 0.0
C -0.51866 -0.82465 -0.54044 0.1 -0.1 0.0
C -1.71275 0.03609 -0.17662 -0.2 0.0 -0.1
C -0.67635 1.08778 0.33394 0.0 0.1 0.1
H 3.20884 -0.69440 -0.58387 -0.2 -0.1 -0.1
H -0.40605 -1.79507 -1.00840 -0.1 0.1 0.0
H 1.76023 -0.20211 1.29341 0.2 0.3 0.0
H -2.37285 0.36856 -0.98327 0.1 0.0 0.1
H -2.32357 -0.38026 0.63389 0.1 0.1 -0.2
H -0.61343 1.98211 -0.29616 0.0 -0.1 0.1
H -0.75760 1.39806 1.38168 0.0 -0.1 -0.1

# 8
13
Properties=species:S:1:pos:R:3:forces:R:3 method="wB97M-V/def2-TZVPD" homo_ev=-9.1777 orbital_gap_ev=9.70 relative_energy_kj_mol=476.11 multiplicity=1
C 1.67404 0.17899 0.12430 0.3 0.1 0.1
C 0.09863 0.26491 -0.56489 0.0 -0.3 0.0
C -0.06447 -0.88412 0.27519 0.0 0.1 0.0
N -2.23808 -0.76492 0.21248 -0.1 1.0 -0.2
C -2.38746 0.38525 0.03206 0.0 -1.0 0.2
O -0.52824 1.34996 -0.26704 0.0 0.0 0.0
H 2.15606 0.84319 -0.59403 -0.1 -0.1 0.1
H 1.64198 0.66857 1.09665 0.0 -0.1 -0.1
H 2.24689 -0.75131 0.15449 -0.1 0.1 0.0
H 0.26576 0.00243 -1.62684 0.0 0.1 0.2
H 0.19426 -1.88163 -0.07163 0.0 0.2 0.0
H -0.18894 -0.73870 1.34169 0.0 0.0 -0.2
H -2.87868 1.32852 -0.10010 0.1 -0.1 0.0

# 9
13
Properties=species:S:1:pos:R:3:forces:R:3 method="wB97M-V/def2-TZVPD" homo_ev="-6.6687 / -6.4200" orbital_gap_ev="7.25 / 7.09" relative_energy_kj_mol=558.19 multiplicity=1
C -0.37603 1.56601 0.73517 -0.1 0.2 0.7
C -0.16333 0.16153 -0.81265 0.1 -0.6 -0.7
C 0.70057 -1.04509 -1.13119 0.0 0.1 -0.2
O 0.86206 -1.63557 0.17317 0.1 0.0 0.1
C -0.15041 -1.12914 0.95218 0.1 -0.3 0.4
N -0.77745 -0.13930 0.40892 -0.1 0.7 -0.2
H -0.80093 2.29526 0.04461 0.1 -0.3 0.0
H 0.68751 1.72895 0.89802 -0.1 -0.2 -0.1
H -0.92302 1.61134 1.68026 0.1 0.0 -0.2
H -0.75168 0.65828 -1.57392 0.0 0.0 0.1
H 1.68904 -0.81923 -1.54396 -0.1 0.0 0.1
H 0.21847 -1.78543 -1.80480 0.0 0.2 0.1
H -0.21479 -1.46761 1.97420 0.0 0.0 -0.1

# 10
13
Properties=species:S:1:pos:R:3:forces:R:3 method="wB97M-V/def2-TZVPD" homo_ev=-10.4191 orbital_gap_ev=11.28 relative_energy_kj_mol=249.99 multiplicity=1
C 1.42046 0.16866 0.28217 0.3 0.3 0.5
C 0.53007 -0.26574 -0.91254 0.3 0.4 0.2
O -0.67152 -0.93920 -0.52042 0.0 0.0 0.2
C -1.71948 -0.08652 -0.17089 -0.4 0.0 0.0
C -1.28240 0.89890 0.83831 0.8 0.3 0.3
N -0.48341 1.48268 1.43459 -2.4 0.7 0.5
H 2.28730 0.69684 -0.11352 0.3 -0.4 -0.2
H 1.02882 0.91337 1.07060 0.9 -1.8 -1.8
H 1.72759 -0.74071 0.80874 0.2 0.2 -0.1
H 1.04842 -1.00074 -1.55171 0.0 0.3 0.4
H 0.27657 0.58234 -1.56783 0.0 0.0 0.2
H -2.52000 -0.70458 0.23269 0.0 0.0 -0.1
H -2.09559 0.47933 -1.03445 0.0 -0.1 0.0

Repeat the seventh record exactly.
13
Properties=species:S:1:pos:R:3:forces:R:3 method="wB97M-V/def2-TZVPD" homo_ev=-8.5675 orbital_gap_ev=9.61 relative_energy_kj_mol=366.07 multiplicity=1
O 2.34226 -1.05307 -0.35403 0.3 -0.2 0.0
N 1.72189 0.04219 0.30228 -0.3 0.1 0.2
C 0.34805 0.03477 -0.00241 -0.1 -0.1 0.0
C -0.51866 -0.82465 -0.54044 0.1 -0.1 0.0
C -1.71275 0.03609 -0.17662 -0.2 0.0 -0.1
C -0.67635 1.08778 0.33394 0.0 0.1 0.1
H 3.20884 -0.69440 -0.58387 -0.2 -0.1 -0.1
H -0.40605 -1.79507 -1.00840 -0.1 0.1 0.0
H 1.76023 -0.20211 1.29341 0.2 0.3 0.0
H -2.37285 0.36856 -0.98327 0.1 0.0 0.1
H -2.32357 -0.38026 0.63389 0.1 0.1 -0.2
H -0.61343 1.98211 -0.29616 0.0 -0.1 0.1
H -0.75760 1.39806 1.38168 0.0 -0.1 -0.1